Model 1:
# C4H9NO3

One molecule with the formula C4H9NO3 (ωB97M-V/def2-TZVPD, the OMol25 dataset).

XYZ file:
```
17
Properties=species:S:1:pos:R:3:lowdin_charge:R:1
C 0.692 -1.617 -0.591 -0.205
O 1.327 -1.732 -1.889 -0.082
C 0.163 -0.213 -0.411 -0.400
C -0.533 -0.115 0.954 -0.059
C -1.640 0.936 1.005 -0.514
O -1.081 2.168 0.876 0.093
O -2.796 0.732 1.221 0.125
N 1.201 0.748 -0.654 0.061
H -0.188 -2.247 -0.637 0.126
H 1.500 -1.792 0.115 0.125
H 1.582 -0.834 -2.138 0.061
H -0.669 -0.157 -1.126 0.154
H 0.088 0.157 1.770 0.120
H -1.023 -1.015 1.232 0.113
H -1.718 2.850 1.111 0.123
H 2.131 0.437 -0.431 0.087
H 0.965 1.694 -0.407 0.073
```

## Properties
SMILES: N[C@@H](CO)CC(=O)O
LUMO: 0.021 hartree
HOMO: -0.3552 Ha
2S+1: 1

=====

Model 2:
# C4H9NO3

A 3-piece molecular cluster, C4H9NO3 overall (ωB97M-V/def2-TZVPD, the OMol25 dataset).

XYZ file:
```
17
Properties=species:S:1:pos:R:3:lowdin_charge:R:1
C -0.705 1.102 0.037 -0.315
C -0.004 -0.734 -0.670 -0.030
C -1.846 0.577 0.865 -0.095
C 1.108 -0.106 -1.138 -0.160
N 0.172 1.921 0.733 0.062
O 1.378 -2.293 -1.406 -0.359
O 1.783 -2.882 -0.145 -0.188
O 2.002 0.641 -1.194 0.227
H 2.714 -2.623 -0.057 0.061
H -0.993 1.545 -0.914 0.126
H 0.909 2.352 0.191 0.084
H 0.495 1.565 1.623 0.101
H 0.139 -1.339 0.227 0.118
H -0.733 -1.065 -1.397 0.127
H -1.477 -0.008 1.710 0.083
H -2.504 -0.058 0.275 0.079
H -2.440 1.405 1.261 0.081
```

## Properties
LUMO: 0.002 hartree
HOMO: -0.2538 Ha
2S+1: 1

=====

Model 3:
# C4H9NO3

A 2-piece molecular cluster, C4H9NO3 overall (ωB97M-V/def2-TZVPD, the OMol25 dataset).

XYZ file:
```
17
Properties=species:S:1:pos:R:3:lowdin_charge:R:1
O -1.187 0.997 0.807 0.074
C -0.182 0.512 0.318 -0.438
N -0.087 0.393 -1.052 0.159
C 0.837 -0.368 -1.749 -0.306
O 0.734 -0.602 -2.919 0.077
C 0.991 0.127 1.168 -0.164
C 1.135 -1.359 1.483 -0.083
H -0.889 0.709 -1.590 0.139
H 1.691 -0.726 -1.165 0.128
H 0.951 0.753 2.050 0.119
H 1.920 0.439 0.687 0.112
H 0.416 -1.744 2.208 0.080
H 1.011 -1.993 0.608 0.068
H 2.109 -1.575 1.918 0.078
H -3.906 1.670 -1.083 0.037
H -2.522 1.429 -0.431 -0.010
O -3.022 1.337 -1.257 -0.069
```

## Properties
SMILES: CCC(=O)NC=O.O
LUMO: 0.022 hartree
HOMO: -0.3884 Ha
2S+1: 1

=====

Winner for stability: model 3

=====

Model 1:
# C4H9NO3

One molecule with the formula C4H9NO3 (ωB97M-V/def2-TZVPD, the OMol25 dataset).

XYZ file:
```
17
Properties=species:S:1:pos:R:3:lowdin_charge:R:1
C -0.079 1.154 1.024 -0.209
O -1.524 1.266 0.941 -0.109
C 0.379 -0.320 0.937 -0.333
C 1.067 -0.734 -0.451 -0.061
C 0.564 -0.246 -1.770 -0.582
O -0.728 0.159 -1.698 0.050
O 1.212 -0.106 -2.743 0.130
N -0.572 -1.454 1.007 0.035
H 0.201 1.520 2.040 0.116
H 0.396 1.889 0.370 0.119
H 1.174 -0.315 1.717 0.134
H 2.063 -0.598 -0.122 0.101
H 0.815 -1.881 -0.647 0.170
H -0.879 0.680 -2.592 0.192
H -1.092 -1.335 1.797 0.022
H -1.761 1.618 0.028 0.105
H -1.238 -1.297 0.162 0.120
```

## Properties
SMILES: N[C@H](CO)CC(=O)O
LUMO: 0.015 hartree
HOMO: -0.3559 Ha
2S+1: 1

=====

Model 2:
# C4H9NO3

A 2-piece molecular cluster, C4H9NO3 overall (ωB97M-V/def2-TZVPD, the OMol25 dataset).

XYZ file:
```
17
Properties=species:S:1:pos:R:3:lowdin_charge:R:1
C 0.203 2.045 -0.161 -0.426
C 1.348 -0.635 -1.295 -0.006
C -1.597 -0.670 1.168 -0.063
C 0.620 -0.187 0.006 -0.428
N -0.818 -0.543 -0.082 -0.086
O 1.107 2.776 0.186 0.068
O -0.943 1.985 -0.607 0.081
O 1.267 -0.347 1.191 0.003
H 2.240 -1.228 -0.991 0.097
H 1.501 0.230 -1.954 0.085
H 0.642 -1.260 -1.756 0.039
H -1.798 0.402 1.488 0.105
H -2.549 -1.228 0.880 0.108
H -1.157 -1.191 2.003 0.070
H -0.812 -1.339 -0.598 0.065
H -1.222 0.857 -0.634 0.169
H 1.968 0.333 1.155 0.119
```

## Properties
LUMO: 0.024 hartree
HOMO: -0.2662 Ha
2S+1: 1

=====

Winner for stability: model 1

=====

Model 1:
# C4H9NO3

One molecule with the formula C4H9NO3 (ωB97M-V/def2-TZVPD, the OMol25 dataset).

XYZ file:
```
17
Properties=species:S:1:pos:R:3:lowdin_charge:R:1
C 1.683 0.302 1.420 -0.270
O 1.119 -0.609 2.297 -0.085
C 0.916 0.493 0.160 -0.388
C -0.483 -0.231 0.186 -0.052
C -1.210 -0.707 -1.029 -0.511
O -1.614 0.364 -1.775 0.071
O -1.609 -1.794 -1.357 0.106
N 1.020 1.907 -0.162 0.029
H 1.704 1.226 2.088 0.131
H 2.907 0.123 1.281 0.178
H 1.337 -1.535 2.160 0.102
H 1.388 0.030 -0.734 0.147
H -1.156 0.500 0.696 0.145
H -0.535 -0.973 0.969 0.107
H -2.260 -0.029 -2.399 0.128
H 0.783 2.507 0.657 0.089
H 0.493 2.227 -0.968 0.073
```

## Properties
SMILES: N[C@@H](CO)CC(=O)O
LUMO: 0.025 hartree
HOMO: -0.3504 Ha
2S+1: 1

=====

Model 2:
# C4H9NO3

A 2-piece molecular cluster, C4H9NO3 overall (ωB97M-V/def2-TZVPD, the OMol25 dataset).

XYZ file:
```
17
Properties=species:S:1:pos:R:3:lowdin_charge:R:1
C -1.268 1.573 -0.275 -0.548
C -1.597 0.052 -0.376 -0.064
C 1.621 -1.355 0.470 -0.574
C 1.198 -2.082 -0.841 0.012
H -2.568 3.264 -0.888 0.145
H -3.223 1.571 -1.042 0.069
H -0.651 -0.482 -0.750 0.045
H -2.346 -0.144 -1.234 0.076
H -2.150 -0.566 0.537 0.141
H 0.798 -0.306 1.828 0.118
H 2.089 -2.601 -1.231 0.088
H 0.328 -2.734 -0.654 0.093
H 0.920 -1.398 -1.629 0.065
N -2.517 2.195 -0.643 0.074
O -0.162 1.998 -0.091 0.067
O 2.691 -1.279 0.954 0.126
O 0.557 -0.857 1.099 0.066
```

## Properties
SMILES: CC(=O)O.CC(N)=O
LUMO: 0.024 hartree
HOMO: -0.3728 Ha
2S+1: 1

=====

Model 3:
# C4H9NO3

One molecule with the formula C4H9NO3 (ωB97M-V/def2-TZVPD, the OMol25 dataset).

XYZ file:
```
17
Properties=species:S:1:pos:R:3:lowdin_charge:R:1
O 0.963 -0.048 -2.476 -0.039
O 0.552 -2.021 -1.605 0.020
O -0.427 1.989 0.822 0.007
C 0.637 -0.801 -1.519 -0.697
C 1.070 -0.373 0.833 -0.042
C -1.238 -0.723 0.310 -0.015
C 0.065 -0.081 -0.249 -0.459
N -0.199 1.358 -0.409 0.079
H -0.162 1.453 1.607 0.116
H 1.967 0.257 0.747 0.102
H 1.372 -1.491 0.810 0.145
H 0.518 -0.227 1.840 0.103
H -1.641 0.049 0.979 0.084
H -1.129 -1.745 0.622 0.097
H -2.002 -0.871 -0.426 0.084
H -1.010 1.521 -1.002 0.201
H 0.666 1.754 -0.882 0.214
```

## Properties
SMILES: CC(C)([NH2+]O)C(=O)[O-]
LUMO: -0.002 hartree
HOMO: -0.3187 Ha
2S+1: 1

=====

Winner for stability: model 2

=====

Model 1:
# C5H16NO

A 3-piece molecular cluster, C5H16NO overall (ωB97M-V/def2-TZVPD, the OMol25 dataset).

XYZ file:
```
23
Properties=species:S:1:pos:R:3:lowdin_charge:R:1
C 1.109 -1.735 -1.713 -0.014
C 0.580 -2.076 -0.278 -0.181
C 0.809 -0.962 0.604 0.094
C -0.279 -0.030 0.855 -0.234
C -1.344 -0.506 1.857 -0.005
N -1.635 2.890 -0.342 0.028
H 2.193 -1.638 -1.751 0.094
H 0.708 -0.750 -1.963 0.078
H -0.452 -2.419 -0.354 0.147
H 1.146 -2.915 0.141 0.138
H 1.606 -1.199 1.313 0.169
H 1.382 0.990 -0.327 -0.025
H 0.146 0.902 1.237 0.129
H -0.643 0.182 -0.162 0.132
H -1.852 -1.427 1.575 0.095
H -2.063 0.314 1.893 0.101
H -0.957 -0.605 2.851 0.087
H 0.737 -2.422 -2.459 0.096
H -0.851 3.130 -0.929 -0.001
H -1.458 3.148 0.616 0.011
H 2.193 1.856 -1.267 0.072
H -2.437 3.430 -0.628 0.016
O 1.362 1.840 -0.769 -0.024
```

## Properties
LUMO: -0.263 hartree
HOMO: -0.4759 Ha
2S+1: 1
charge: +1

=====

Model 2:
# C5H16NO

A 2-piece molecular cluster, C5H16NO overall (ωB97M-V/def2-TZVPD, the OMol25 dataset).

XYZ file:
```
23
Properties=species:S:1:pos:R:3:lowdin_charge:R:1
C 1.691 -1.004 -1.437 -0.041
C 0.846 -0.723 -0.215 -0.337
C 0.108 0.601 -0.289 -0.180
C -0.366 1.368 0.989 -0.190
C -1.867 1.352 1.208 -0.091
N 1.728 -0.820 1.034 0.229
H 0.978 -1.263 -2.215 0.103
H 2.411 -0.255 -1.769 0.098
H 2.328 -1.892 -1.344 0.091
H 0.090 -1.487 -0.197 0.136
H -0.640 0.448 -1.071 0.085
H 0.721 1.229 -0.957 0.120
H 0.035 2.358 0.799 0.111
H 0.131 0.866 1.819 0.086
H -2.214 1.144 2.211 0.077
H -2.403 0.602 0.630 0.051
H -2.340 2.253 0.885 0.072
H 2.432 -1.527 0.819 0.160
H 2.283 0.021 1.170 0.175
H 1.215 -1.108 1.864 0.171
H -2.759 -1.462 -1.307 0.076
H -2.275 0.062 -1.542 0.054
O -2.131 -0.765 -1.085 -0.058
```

## Properties
LUMO: -0.124 hartree
HOMO: -0.5381 Ha
2S+1: 1
charge: +1

=====

Winner for stability: model 2

=====

Model 1:
# C5H16NO

A 3-piece molecular cluster, C5H16NO overall (ωB97M-V/def2-TZVPD, the OMol25 dataset).

XYZ file:
```
23
Properties=species:S:1:pos:R:3:lowdin_charge:R:1
C -0.688 -1.928 0.777 -0.073
C -0.477 -0.707 1.688 -0.200
C -1.462 0.454 1.429 -0.164
C -1.161 1.317 0.184 -0.186
C -1.543 0.694 -1.153 -0.056
N 3.715 0.480 -1.582 0.074
H -1.733 -2.330 0.865 0.123
H -0.005 -2.729 1.088 0.096
H -0.463 -1.679 -0.234 0.020
H 0.532 -0.337 1.457 0.113
H -2.474 0.070 1.451 0.131
H -1.430 1.121 2.305 0.127
H -1.607 2.296 0.311 0.130
H -0.007 1.452 0.194 0.156
H -1.490 1.383 -1.950 0.067
H -0.841 -0.152 -1.398 0.077
H -2.613 0.392 -1.172 0.125
H 2.739 0.803 -1.706 0.020
H -0.542 -0.995 2.745 0.129
H 4.138 0.135 -2.512 0.102
H 4.343 1.215 -1.202 0.067
H 1.982 -0.656 -0.879 0.037
O 1.088 -0.299 -0.706 0.082
```

## Properties
LUMO: -0.380 hartree
HOMO: -0.5361 Ha
2S+1: 1
charge: +1

=====

Model 2:
# C5H16NO

A 2-piece molecular cluster, C5H16NO overall (ωB97M-V/def2-TZVPD, the OMol25 dataset).

XYZ file:
```
23
Properties=species:S:1:pos:R:3:lowdin_charge:R:1
C 0.660 0.856 0.485 -0.094
C 0.751 -0.206 -0.671 -0.357
C 1.397 0.605 -1.825 -0.062
C -0.573 -0.747 -1.138 -0.250
C -0.381 -1.940 -2.100 -0.076
N -0.420 0.475 1.468 0.168
H 1.582 0.731 1.030 0.133
H 0.484 1.859 0.122 0.133
H 1.493 -0.957 -0.402 0.139
H 2.122 1.380 -1.568 0.085
H 0.598 1.145 -2.341 0.091
H 1.921 -0.019 -2.549 0.089
H -1.177 0.009 -1.652 0.122
H -1.256 -1.089 -0.351 0.096
H 0.491 -2.528 -1.836 0.081
H -0.329 -1.655 -3.154 0.081
H -1.321 -2.494 -2.135 0.079
H -0.430 1.073 2.308 0.127
H -0.108 -0.344 1.999 0.172
H -1.366 0.330 1.129 0.155
H -0.897 0.732 4.858 0.082
H -1.728 1.867 4.212 0.074
O -1.514 0.916 4.110 -0.068
```

## Properties
LUMO: -0.124 hartree
HOMO: -0.5473 Ha
2S+1: 1
charge: +1

=====

Winner for stability: model 2